Entry 1:
A gas-phase ion, C3H7N2 (charge +1) in a non-equilibrium geometry, computed with the ωB97M-V functional and the def2-TZVPD basis.

The calculation puts the LUMO energy (spin up / spin down) at -3.359 / -7.543 eV. As for the calculated total energy: -227.53414 Eh. The expectation value of S² is 2.0055. The calculation puts the energy above the lowest of the compared OMol25 structures with the same formula, charge and spin at 1.092 eV. The HOMO energy (spin up / spin down) comes out at -11.34 / -15.03 eV.

Structure (ORCA input):
```
! RIJCOSX wB97M-V def2-TZVPD def2/J DEFGRID3
* xyz 1 3
N 1.702 0.112 0.230
N -0.764 -0.844 -0.080
C -0.488 1.269 -0.037
C 0.488 0.191 -0.449
C -1.470 0.350 0.205
H 2.284 -0.620 -0.143
H -0.236 2.262 0.089
H -1.168 -1.329 -0.903
H -2.584 0.421 0.261
H 0.613 -0.127 -1.526
H 1.852 0.835 0.938
H -0.511 -1.215 0.868
*
```

---

Entry 2:
2 unconnected molecules or ions with the total composition C3H7N2 in a non-equilibrium geometry, computed with the ωB97M-V functional and the def2-TZVPD basis.

The calculation puts the LUMO energy (spin up / spin down) at -3.238 / -7.702 eV. As for the calculated total energy: -227.45707 Eh. The expectation value of S² is 2.0089. The calculation puts the energy above the lowest of the compared OMol25 structures with the same formula, charge and spin at 3.189 eV. The HOMO energy (spin up / spin down) comes out at -10.81 / -14.49 eV.

Structure (ORCA input):
```
! RIJCOSX wB97M-V def2-TZVPD def2/J DEFGRID3
* xyz 1 3
N 0.286 -1.089 0.797
N 0.123 -0.221 -1.381
C -0.525 1.504 0.848
C -0.535 -0.465 -0.004
C -0.412 2.224 1.799
H -1.450 -1.093 0.034
H 1.073 -0.588 1.120
H -0.663 -0.192 -2.046
H -0.065 2.767 2.576
H -0.044 -1.619 1.603
H 0.621 0.686 -1.468
H 0.867 -0.895 -1.536
*
```

---

Entry 3:
2 unconnected molecules or ions with the total composition C3H7N2O in a non-equilibrium geometry, computed with the ωB97M-V functional and the def2-TZVPD basis.

The calculation puts the LUMO energy (spin up / spin down) at 0.767 / 0.718 eV. As for the calculated total energy: -303.16818 Eh. The expectation value of S² is 0.7570. The calculation puts the energy above the lowest of the compared OMol25 structures with the same formula, charge and spin at 0.080 eV. The HOMO energy (spin up / spin down) comes out at -4.66 / -8.33 eV.

Structure (ORCA input):
```
! RIJCOSX wB97M-V def2-TZVPD def2/J DEFGRID3
* xyz 0 2
O -1.522 -2.049 1.654
N 0.405 0.934 0.675
N -0.285 0.222 -1.323
C 1.513 0.853 -0.213
C 1.075 0.380 -1.379
C -0.754 0.604 -0.062
H -1.469 -2.814 1.088
H 0.484 0.459 1.572
H 1.570 0.238 -2.325
H -0.814 -2.179 2.292
H 2.460 1.246 0.108
H -1.615 0.324 0.503
H -0.850 -0.110 -2.050
*
```

---

Entry 4:
2 unconnected molecules or ions with the total composition C3H7N2O in a non-equilibrium geometry, computed with the ωB97M-V functional and the def2-TZVPD basis.

The calculation puts the LUMO energy at -5.398 eV. As for the calculated total energy: -302.78526 Eh. The calculation puts the energy above the lowest of the compared OMol25 structures with the same formula, charge and spin at 6.932 eV. The HOMO energy comes out at -14.52 eV.

Structure (ORCA input):
```
! RIJCOSX wB97M-V def2-TZVPD def2/J DEFGRID3
* xyz 1 1
O -1.623 -1.257 0.702
N 1.339 0.834 -0.620
N -1.209 0.735 -0.164
C -0.934 -0.528 -0.247
C 0.313 -1.297 0.003
C -0.319 -1.381 1.153
H -0.175 -1.263 2.226
H 1.325 -1.375 -0.158
H -1.868 0.711 0.596
H 1.584 1.535 0.114
H -1.603 1.245 -1.017
H 1.076 1.332 -1.319
H 2.092 0.708 -1.270
*
```

---

Entry 5:
2 unconnected molecules or ions with the total composition C3H7N2O in a non-equilibrium geometry, computed with the ωB97M-V functional and the def2-TZVPD basis.

The calculation puts the LUMO energy at -3.510 eV. As for the calculated total energy: -303.01198 Eh. The calculation puts the energy above the lowest of the compared OMol25 structures with the same formula, charge and spin at 0.763 eV. The HOMO energy comes out at -14.68 eV.

Structure (ORCA input):
```
! RIJCOSX wB97M-V def2-TZVPD def2/J DEFGRID3
* xyz 1 1
O 3.145 0.802 0.068
N -1.686 -1.164 0.221
N -0.181 0.331 0.355
C -0.919 0.639 -0.754
C -1.891 -0.328 -0.874
C -0.666 -0.761 0.958
H 0.739 0.673 0.612
H 3.935 0.251 0.107
H -0.502 -1.037 1.982
H -2.361 -1.852 0.522
H 3.462 1.641 -0.293
H -0.861 1.642 -1.136
H -2.214 -0.838 -1.768
*
```

---

Entry 6:
A gas-phase ion, C3H7N2O (charge +1) in a non-equilibrium geometry, computed with the ωB97M-V functional and the def2-TZVPD basis.

The calculation puts the LUMO energy (spin up / spin down) at -4.780 / -4.789 eV. As for the calculated total energy: -302.81101 Eh. The calculation puts the energy above the lowest of the compared OMol25 structures with the same formula, charge and spin at 6.232 eV. The HOMO energy (spin up / spin down) comes out at -12.71 / -12.71 eV.

Structure (ORCA input):
```
! RIJCOSX wB97M-V def2-TZVPD def2/J DEFGRID3
* xyz 1 1
O 0.579 1.427 -0.673
N -0.595 -1.004 0.328
N -0.740 1.076 -0.686
C -1.284 0.110 0.168
C 1.318 0.958 0.304
C 0.491 -1.505 -0.159
H 0.800 -1.231 -1.118
H 2.326 1.306 0.151
H 0.869 -2.410 0.130
H -1.212 1.881 -1.096
H 0.864 0.526 1.169
H -2.298 0.462 0.486
H -1.118 -1.596 0.995
*
```

---

Entry 7:
2 unconnected molecules or ions with the total composition C3H7N2O in a non-equilibrium geometry, computed with the ωB97M-V functional and the def2-TZVPD basis.

The calculation puts the LUMO energy at -3.708 eV. As for the calculated total energy: -302.96044 Eh. The calculation puts the energy above the lowest of the compared OMol25 structures with the same formula, charge and spin at 2.166 eV. The HOMO energy comes out at -15.06 eV.

Structure (ORCA input):
```
! RIJCOSX wB97M-V def2-TZVPD def2/J DEFGRID3
* xyz 1 1
O 1.635 1.200 -0.325
N -1.139 1.250 0.146
N 2.213 -1.036 0.121
C -0.875 -0.206 0.528
C 1.879 0.087 -0.037
C -0.652 -1.072 -0.459
H -1.472 1.968 0.766
H -0.310 1.688 -0.180
H -0.697 -2.181 -0.257
H -1.143 -0.358 1.605
H -1.683 1.208 -0.721
H -0.722 -0.904 -1.537
H 2.966 -1.644 0.350
*
```

---

Entry 8:
A molecular structure, C3H7N2O in a non-equilibrium geometry, computed with the ωB97M-V functional and the def2-TZVPD basis.

The calculation puts the LUMO energy at -5.103 eV. As for the calculated total energy: -302.81378 Eh. The calculation puts the energy above the lowest of the compared OMol25 structures with the same formula, charge and spin at 6.156 eV. The HOMO energy comes out at -15.31 eV.

Structure (ORCA input):
```
! RIJCOSX wB97M-V def2-TZVPD def2/J DEFGRID3
* xyz 1 1
O 1.687 -1.103 -0.259
N -0.488 -0.094 -0.057
N 1.325 -0.011 -0.007
C -1.228 0.884 -0.455
C -0.762 -1.465 0.149
C 1.595 1.182 0.240
H -0.217 -2.094 -0.626
H -0.831 1.830 -0.664
H -0.225 -1.753 1.084
H 0.727 1.830 0.287
H -1.919 -1.491 0.189
H 2.676 1.514 0.397
H -2.340 0.771 -0.278
*
```

---

Entry 9:
A gas-phase ion, C3H7N2O2 (charge -1) in a non-equilibrium geometry, computed with the ωB97M-V functional and the def2-TZVPD basis.

The calculation puts the LUMO energy (spin up / spin down) at 4.255 / 4.218 eV. As for the calculated total energy: -378.33373 Eh. As for the SMILES: C[C@@H](N=O)N(C)[O-]. The calculation puts the energy above the lowest of the compared OMol25 structures with the same formula, charge and spin at 6.650 eV. The HOMO energy (spin up / spin down) comes out at -1.52 / -2.68 eV.

Structure (ORCA input):
```
! RIJCOSX wB97M-V def2-TZVPD def2/J DEFGRID3
* xyz -1 1
O -1.052 0.534 1.893
O 0.873 2.413 -0.307
N -0.616 0.014 0.747
N 0.523 1.238 -0.648
C 1.291 -1.015 -0.237
C 0.747 0.285 0.345
C -1.569 -0.123 -0.326
H 1.185 -1.783 0.588
H 1.167 0.699 1.224
H -2.016 0.827 -0.556
H -2.399 -0.601 0.110
H 0.702 -1.438 -1.120
H 2.370 -0.730 -0.427
H -1.207 -0.319 -1.285
*
```

---

Entry 10:
A molecular structure, C3H7N2O2 in a non-equilibrium geometry, computed with the ωB97M-V functional and the def2-TZVPD basis.

The calculation puts the LUMO energy at 3.623 eV. As for the calculated total energy: -378.41776 Eh. The calculation puts the energy above the lowest of the compared OMol25 structures with the same formula, charge and spin at 4.363 eV. The HOMO energy comes out at -2.44 eV.

Structure (ORCA input):
```
! RIJCOSX wB97M-V def2-TZVPD def2/J DEFGRID3
* xyz -1 1
O 2.043 -1.093 0.075
O -2.604 -0.518 1.085
N 2.162 1.225 -0.540
N -0.956 -0.042 -0.650
C -2.009 -0.986 -0.022
C 0.086 0.383 0.257
C 1.556 0.001 -0.066
H 0.102 1.467 0.308
H -1.529 0.774 -0.841
H -1.395 -1.823 0.353
H -0.214 0.072 1.277
H -2.643 -1.331 -0.858
H 3.088 0.940 -0.896
H 2.313 0.931 0.516
*
```

---

Entry 11:
2 unconnected molecules or ions with the total composition C3H7N2O2 in a non-equilibrium geometry, computed with the ωB97M-V functional and the def2-TZVPD basis.

The calculation puts the LUMO energy (spin up / spin down) at 0.464 / -3.049 eV. As for the calculated total energy: -378.40688 Eh. The expectation value of S² is 0.7734. The calculation puts the energy above the lowest of the compared OMol25 structures with the same formula, charge and spin at 0.826 eV. The HOMO energy (spin up / spin down) comes out at -8.42 / -8.33 eV.

Structure (ORCA input):
```
! RIJCOSX wB97M-V def2-TZVPD def2/J DEFGRID3
* xyz 0 2
O -0.859 -1.093 -2.047
O 0.173 -1.889 -0.182
N -1.449 0.224 0.717
N 1.685 2.233 1.160
C 0.857 1.117 0.792
C -0.510 1.215 0.936
C -0.054 -1.894 -1.462
H -1.038 -0.683 0.349
H 0.574 -2.563 -2.075
H -2.453 0.328 0.885
H 2.225 1.990 1.993
H 1.403 0.191 0.421
H 2.236 2.540 0.387
H -0.859 2.217 1.137
*
```

---

Entry 12:
A gas-phase ion, C3H7N2O2S (charge +1) in a non-equilibrium geometry, computed with the ωB97M-V functional and the def2-TZVPD basis.

The calculation puts the LUMO energy at -4.605 eV. As for the calculated total energy: -776.32663 Eh. The calculation puts the energy above the lowest of the compared OMol25 structures with the same formula, charge and spin at 2.179 eV. The HOMO energy comes out at -14.15 eV.

Structure (ORCA input):
```
! RIJCOSX wB97M-V def2-TZVPD def2/J DEFGRID3
* xyz 1 1
S 1.251 -0.183 -0.820
O 0.998 1.242 -0.111
O -0.169 -0.964 -0.550
N -2.444 -1.045 0.243
N -1.439 0.985 -0.054
C 2.384 -0.839 0.449
C -0.425 1.883 -0.335
C -1.487 -0.250 -0.073
H -0.368 2.711 0.399
H 3.491 -0.920 0.237
H -3.475 -0.682 0.121
H 2.320 -1.937 0.526
H -2.542 -2.028 -0.039
H -0.497 2.192 -1.406
H 2.402 -0.164 1.413
*
```